A 5-piece molecular cluster, C2H16NO5 overall, computed with ωB97M-V/def2-TZVPD.

The geometry in XYZ format:
```
24
Properties=species:S:1:pos:R:3:nbo_charge:R:1
C -1.71 2.06 1.42 -0.086
O -0.72 2.42 2.41 -0.739
C -1.05 1.15 0.36 -0.265
N 0.42 0.99 0.64 -0.717
H -2.21 2.90 0.94 0.201
H -2.43 1.48 2.00 0.188
H -1.18 2.33 3.25 0.498
H -1.50 0.17 0.29 0.239
H -1.14 1.41 -0.69 0.239
H 1.00 1.21 -0.18 0.465
H 0.58 -0.01 0.80 0.470
H 0.69 1.57 1.44 0.454
H 2.66 1.54 -2.30 0.501
H 3.20 1.35 -0.92 0.486
O 2.37 1.52 -1.38 -0.962
H 0.48 -4.44 -0.81 0.463
H 1.83 -5.02 -0.80 0.478
O 1.30 -4.40 -0.29 -0.939
H 0.78 -2.17 -0.62 0.500
H 2.12 -1.78 0.04 0.495
O 1.17 -1.62 0.06 -0.971
H -1.79 -1.00 -2.57 0.492
H -2.87 -0.97 -1.40 0.490
O -2.00 -0.68 -1.69 -0.977
```

Computed properties:
**HOMO-LUMO gap**: 11.733 eV
**Total charge**: +1
**ΔE to the lowest compared entry with this formula, charge and spin**: 13.1 kcal per mole
**Highest occupied orbital energy**: -14.468 eV